ORCA calculation (the ωB97M-V functional and the def2-TZVPD basis) on a 5-piece molecular cluster, C26H44FNO17S overall.

Output
Orbital gap ... 0.346 Eh

The geometry in ORCA input format:
```
! wB97M-V def2-TZVPD RIJCOSX def2/J DEFGRID3
* xyz 0 1
C -6.1712 2.6048 -4.0141
C -5.1672 3.8934 -4.1576
C -3.7468 3.3729 -4.8710
C -2.8502 2.6952 -3.6762
C -1.7050 1.6141 -4.2396
C -0.3980 1.7950 -3.2687
C 0.5747 0.4803 -3.1519
F 1.3741 0.2264 -4.4058
C -0.2674 -0.9437 -2.9049
C -0.3545 -1.8875 -4.2426
C -1.4781 -3.0807 -4.1721
S -1.2479 -4.3096 -2.7780
O -1.0077 -3.6855 -1.3825
O -0.1082 -5.3320 -3.0256
O -2.7220 -5.2183 -2.6428
O 1.4043 0.6579 -1.9510
C 2.6187 1.4412 -2.2075
O 2.7485 2.4892 -3.0222
C 3.9772 1.0111 -1.3333
C 4.3151 -0.5903 -1.4012
C 4.6599 -1.2965 0.0359
N 5.1493 -0.3591 1.1168
H -5.5579 1.6327 -4.2758
H -7.0981 2.6645 -4.7408
H -6.5475 2.4833 -2.8943
H -4.8855 4.2427 -3.0674
H -5.6916 4.7431 -4.7678
H -3.9948 2.6632 -5.7680
H -3.1761 4.3555 -5.2265
H -2.2724 3.5007 -3.0543
H -3.6189 2.1651 -2.9329
H -2.2233 0.5665 -4.1946
H -1.5074 1.9315 -5.3522
H 0.2501 2.6766 -3.7460
H -0.7650 2.0853 -2.1831
H 0.3348 -1.5524 -2.0754
H -1.3313 -0.6192 -2.5305
H 0.7285 -2.2510 -4.4964
H -0.6814 -1.1804 -5.1464
H -2.5922 -2.6567 -4.1789
H -1.3823 -3.6993 -5.1869
H -2.9394 -5.2275 -1.6485
H 4.8918 1.5765 -1.8417
H 3.8019 1.4429 -0.2602
H 5.2569 -0.7428 -2.1119
H 3.3996 -1.1719 -1.8621
H 3.7197 -1.8712 0.4489
H 5.5089 -2.1253 -0.0923
H 5.8231 0.3587 0.7626
H 4.2658 0.1221 1.4651
C 0.3927 4.1817 1.1787
C 1.7450 4.1931 0.5430
O 2.5317 3.4298 1.4378
C 1.6761 2.6174 2.1246
O 2.0286 1.7078 2.8567
O 0.3754 2.9552 1.8846
H -0.4142 4.2162 0.4416
H 0.2589 5.0019 1.8918
H 1.7503 3.7050 -0.4373
H 2.1473 5.2045 0.4386
C 2.7303 -2.1389 3.6857
C 2.0864 -1.2776 4.7233
O 2.5458 -1.8352 5.9399
C 3.7110 -2.4898 5.6616
O 4.4655 -2.9423 6.5064
O 3.9220 -2.5709 4.3153
H 2.9544 -1.5883 2.7680
H 2.1246 -3.0163 3.4357
H 2.4167 -0.2351 4.6650
H 0.9947 -1.3081 4.6703
C 3.5510 -0.7222 8.9720
C 4.1769 -1.3420 10.1792
O 3.8137 -0.4591 11.2236
C 2.6875 0.1959 10.8160
O 2.0060 0.9072 11.5352
O 2.4230 -0.0498 9.4995
H 3.2471 -1.4673 8.2317
H 4.2066 0.0111 8.4908
H 3.7701 -2.3349 10.3979
H 5.2646 -1.4145 10.0931
C -5.3824 -3.1650 -1.8260
C -6.4458 -2.5310 -0.9892
O -5.9921 -1.1990 -0.8408
C -5.1602 -0.9435 -1.8926
O -4.7238 0.1603 -2.1732
O -4.8815 -2.0838 -2.5895
H -5.7775 -3.9493 -2.4775
H -4.5676 -3.5797 -1.2234
H -7.4200 -2.5193 -1.4894
H -6.5525 -3.0154 -0.0147
*
```

ORCA calculation (the ωB97M-V functional and the def2-TZVPD basis) on a 3-piece molecular cluster, C26H44IN2O4P overall.

Output
Expectation value of S² ... 2.01
Orbital gap (alpha / beta) ... 0.255 / 0.281 Eh

The geometry in ORCA input format:
```
! wB97M-V def2-TZVPD RIJCOSX def2/J DEFGRID3
* xyz 0 3
C 3.3612 0.2469 4.0454
P 3.9330 1.1985 2.5718
C 3.5610 -0.0295 1.2654
C 5.7368 0.9009 2.8157
C 6.4588 -0.0805 2.2770
C 7.9219 -0.1732 2.5397
O 8.6990 -0.6723 1.7589
C 8.3849 0.3929 3.8428
C 7.6821 1.3727 4.3904
I 8.2001 2.3085 6.1551
C 6.4710 1.9014 3.6665
O 6.1307 3.0589 3.7502
H 3.7680 0.7074 4.9477
H 3.6997 -0.7889 4.0046
H 2.2730 0.2781 4.0946
H 4.0553 0.2276 0.3288
H 3.8145 -1.0509 1.5536
H 2.4805 -0.0067 1.1100
H 6.0342 -0.8149 1.6062
H 9.2962 -0.0011 4.2710
C -2.8911 -2.3202 1.3645
C -1.5227 -2.2068 0.6853
C -1.3956 -3.1902 -0.4810
C -1.3154 -4.6462 -0.0287
C -0.1930 -4.8637 0.9841
C -0.2186 -3.8894 2.1707
N -0.3871 -2.4969 1.6311
O 0.7131 -1.9453 1.2976
C -1.3180 -4.2554 3.1699
C 1.1122 -3.9350 2.9160
C -1.3822 -0.7734 0.1923
H -3.6142 -1.7845 0.7487
H -3.2533 -3.3390 1.4668
H -2.8770 -1.8537 2.3500
H -0.4923 -2.9375 -1.0446
H -2.2449 -3.0390 -1.1522
H -2.2725 -4.9746 0.3862
H -1.1323 -5.2807 -0.8980
H -0.2379 -5.8804 1.3840
H 0.7709 -4.7634 0.4768
H -1.4132 -3.4805 3.9319
H -1.0394 -5.1863 3.6644
H -2.2905 -4.4117 2.7155
H 1.9553 -3.7969 2.2455
H 1.2038 -4.9075 3.4030
H 1.1532 -3.1584 3.6804
H -1.5277 -0.0678 1.0130
H -2.1424 -0.5775 -0.5631
H -0.4090 -0.5872 -0.2512
C -1.8112 2.9732 -5.2351
C -2.6434 2.0485 -4.3422
C -4.1433 2.2947 -4.5248
C -4.5984 3.6392 -3.9625
C -4.1992 3.8051 -2.4975
C -2.7147 3.5334 -2.2147
N -2.3411 2.2382 -2.8803
O -2.5854 1.2107 -2.1665
C -1.8347 4.6945 -2.6820
C -2.4874 3.3594 -0.7159
C -2.2848 0.6143 -4.7140
H -1.8201 2.5641 -6.2460
H -2.1953 3.9867 -5.3003
H -0.7756 3.0131 -4.8969
H -4.6868 1.4909 -4.0187
H -4.3791 2.2219 -5.5899
H -4.2007 4.4623 -4.5624
H -5.6850 3.7087 -4.0414
H -4.4246 4.8196 -2.1585
H -4.7970 3.1244 -1.8845
H -0.7798 4.4292 -2.6006
H -2.0204 5.5506 -2.0331
H -2.0315 5.0152 -3.6997
H -3.1631 2.6255 -0.2866
H -2.6531 4.3210 -0.2268
H -1.4651 3.0386 -0.5147
H -1.2083 0.4551 -4.6335
H -2.5835 0.4404 -5.7491
H -2.7878 -0.1054 -4.0763
*
```

Per-record electronic energy, hartree: -2848.7262; -2066.4600
Per-record maximum force, eV Å⁻¹: 8.254; 0.491